Computed, not measured: a molecular structure, H24KrO12, with ωB97M-V with the def2-TZVPD basis set.

## Properties
HOMO energy ... -10.0 eV
HOMO-LUMO gap ... 0.3488 hartree
Total charge ... 0

Positions of all 37 atoms, in Å:
Kr1 -12.73480 -6.42096 -17.77997
O1 -15.76747 -4.50938 -15.68167
H1 -14.98151 -4.13658 -16.08107
H2 -16.28515 -4.82684 -16.42157
O2 -10.47357 -8.75252 -18.85770
H3 -10.31503 -8.47800 -19.76088
H4 -9.74721 -9.34207 -18.65506
O3 -13.87749 -2.92159 -17.02569
H5 -13.85593 -3.06220 -17.97226
H6 -14.57769 -2.28238 -16.89391
O4 -14.38701 -9.22818 -15.76268
H7 -15.05927 -9.19869 -16.44344
H8 -14.25943 -8.31335 -15.51160
O5 -14.22743 -6.70739 -14.74790
H9 -13.36787 -6.47819 -14.39455
H10 -14.67597 -5.86813 -14.85125
O6 -14.46777 -6.24564 -21.20818
H11 -13.54236 -6.07476 -21.38323
H12 -14.81074 -5.40949 -20.89280
O7 -11.64786 -9.46700 -16.51000
H13 -12.38858 -8.86377 -16.44934
H14 -11.26505 -9.29131 -17.36955
O8 -10.28809 -3.73493 -20.04691
H15 -10.07048 -3.01034 -19.46053
H16 -10.10849 -4.52204 -19.53268
O9 -15.05513 -8.45693 -19.64431
H17 -14.79875 -7.59125 -19.96227
H18 -15.66310 -8.27869 -18.92679
O10 -9.20619 -6.01569 -18.35888
H19 -9.48153 -6.93197 -18.38813
H20 -9.32803 -5.75754 -17.44524
O11 -11.99049 -5.24168 -14.20661
H21 -11.79664 -5.07717 -13.28380
H22 -11.99925 -4.37301 -14.60856
O12 -12.86239 -10.42615 -19.60736
H23 -13.55156 -9.77136 -19.49544
H24 -12.05518 -9.96705 -19.37529

Force components x, y, z for each atom (eV/Å):
Kr -0.035 0.137 -0.078
O -0.376 -0.077 0.477
H 0.518 0.286 -0.367
H -0.198 -0.188 -0.096
O 0.352 0.401 -0.208
H -0.098 0.053 -0.486
H 0.379 -0.379 0.090
O 0.154 -0.148 0.213
H 0.172 -0.089 -0.325
H -0.190 0.381 0.089
O 0.061 -0.635 -0.300
H -0.107 -0.144 -0.147
H -0.259 0.767 0.497
O -0.099 -0.570 0.090
H 0.383 0.160 0.055
H -0.523 0.288 -0.172
O -0.120 -0.063 0.077
H 0.352 0.012 -0.113
H -0.142 0.276 -0.003
O 0.633 -0.132 0.328
H -0.503 -0.265 0.134
H -0.275 0.069 0.083
O -0.364 0.259 -0.331
H 0.087 0.184 0.074
H 0.293 -0.531 0.295
O -0.093 -0.533 0.374
H 0.183 0.458 -0.545
H -0.159 -0.131 0.197
O 0.133 0.457 -0.275
H -0.284 -0.447 0.058
H -0.007 0.042 0.300
O 0.271 -0.054 0.027
H 0.111 -0.015 0.326
H -0.077 0.245 -0.240
O 0.254 -0.407 -0.315
H -0.535 0.313 0.025
H 0.109 0.021 0.190

---

Computed, not measured: 16 unconnected molecules or ions with the total composition C37H55Cl2N16S at a distorted geometry, with ωB97M-V with the def2-TZVPD basis set.

## Properties
HOMO energy ... -12.2 eV
HOMO-LUMO gap ... 0.3008 hartree
Total charge ... +1

Positions of all 111 atoms, in Å:
C1 -1.59401 -0.85907 4.38446
C2 -0.31210 -0.09465 4.33672
Cl1 0.03348 0.72423 5.77942
C3 0.53814 -0.00382 3.28985
Cl2 1.98749 0.91848 3.43283
C4 0.28255 -0.60568 2.00070
N1 -0.16507 -1.80531 1.85790
C5 -0.47437 -2.13121 0.47249
S1 -2.27945 -1.68416 0.28200
C6 0.35848 -1.12378 -0.34042
C7 0.49868 0.02409 0.68467
H1 -1.36222 -1.89883 4.59489
H2 -2.10114 -0.85446 3.42773
H3 -2.23465 -0.47284 5.15988
H4 -0.35028 -2.48040 2.59248
H5 -0.50362 -3.17628 0.21112
H6 -2.20333 -0.37751 0.58709
H7 1.31758 -1.50909 -0.65230
H8 -0.27060 -0.83176 -1.16371
H9 -0.08813 0.91705 0.52099
H10 1.54752 0.32424 0.68609
C8 1.21489 -5.74492 3.96787
C9 0.15134 -5.02141 3.29456
N2 -0.64050 -4.39266 2.74537
H11 2.15934 -5.46565 3.51546
H12 1.23151 -5.48774 5.02538
H13 1.08764 -6.81691 3.86938
C10 -2.00701 3.16732 3.53141
C11 -2.09803 2.33182 2.34942
N3 -2.16549 1.65622 1.42349
H14 -1.01446 3.06645 3.96819
H15 -2.18173 4.20891 3.26598
H16 -2.75063 2.85619 4.26259
C12 -3.63818 4.21598 -1.31527
C13 -3.69568 4.73522 0.04006
N4 -3.74618 5.14760 1.10974
H17 -4.64434 4.03147 -1.68444
H18 -3.14148 4.93956 -1.95864
H19 -3.07823 3.28203 -1.32613
C14 2.50846 -2.01205 -3.76399
C15 2.62284 -0.73519 -3.07171
N5 2.70771 0.26187 -2.50929
H20 1.57706 -2.50266 -3.49242
H21 2.52343 -1.85039 -4.83910
H22 3.33715 -2.65623 -3.49002
C16 0.31082 6.37121 -1.49612
C17 -0.93210 6.80357 -2.11454
N6 -1.90564 7.16079 -2.60452
H23 1.14871 6.62409 -2.14202
H24 0.43514 6.86980 -0.53730
H25 0.29157 5.29427 -1.34082
C18 2.28096 -8.06311 -0.12825
C19 2.68005 -7.66403 1.21197
N7 3.00235 -7.35954 2.27169
H26 3.04826 -8.69908 -0.56943
H27 1.34580 -8.61733 -0.08536
H28 2.14285 -7.17930 -0.74891
C20 0.19062 -0.14479 9.49098
C21 0.48204 -0.78103 10.76552
N8 0.71511 -1.28336 11.76928
H29 1.10859 0.25077 9.05997
H30 -0.24142 -0.87324 8.80739
H31 -0.51552 0.67066 9.63560
C22 4.82839 -4.90587 5.29178
C23 4.06044 -6.11644 5.51739
N9 3.42449 -7.04876 5.71912
H32 4.17201 -4.03878 5.32948
H33 5.60232 -4.79656 6.04742
H34 5.29624 -4.95810 4.31450
C24 -4.89547 5.23793 5.69823
C25 -3.82759 4.52863 6.38795
N10 -2.97624 3.95998 6.90713
H35 -5.20354 6.09921 6.28668
H36 -4.54680 5.57759 4.72436
H37 -5.74811 4.57641 5.56154
C26 4.33195 -1.44849 2.94324
C27 5.48122 -2.21363 3.40731
N11 6.38700 -2.81700 3.77290
H38 4.06411 -0.69179 3.67482
H39 4.57541 -0.95709 2.00281
H40 3.48360 -2.11524 2.78881
C28 3.11805 -5.27401 -7.01346
C29 2.93269 -5.06343 -5.58642
N12 2.78993 -4.89963 -4.45951
H41 2.15773 -5.21692 -7.52113
H42 3.78217 -4.51183 -7.41528
H43 3.55499 -6.25507 -7.18540
C30 -2.34121 9.15656 -5.37847
C31 -1.68608 10.44542 -5.55123
N13 -1.16757 11.45982 -5.68971
H44 -2.24275 8.57059 -6.28810
H45 -1.88243 8.61973 -4.55297
H46 -3.39402 9.29840 -5.16197
C32 -4.12353 6.08596 -7.91073
C33 -4.54819 6.89247 -6.77779
N14 -4.87762 7.53743 -5.88780
H47 -3.93332 6.73080 -8.76724
H48 -3.21082 5.54868 -7.66057
H49 -4.89813 5.36759 -8.16900
C34 -6.57684 4.73396 -11.61457
C35 -6.21548 4.16053 -10.32800
N15 -5.93617 3.70907 -9.31063
H50 -5.69462 5.15569 -12.09123
H51 -6.99461 3.96148 -12.25624
H52 -7.31663 5.51863 -11.47211
C36 6.30429 -8.53343 -1.80995
C37 5.23579 -9.51318 -1.69543
N16 4.39845 -10.29357 -1.60947
H53 5.88186 -7.53258 -1.87723
H54 6.95157 -8.59222 -0.93762
H55 6.89051 -8.73332 -2.70408

Force components x, y, z for each atom (eV/Å):
C 0.326 -0.255 -0.495
C 0.016 -0.125 -0.402
Cl 0.216 0.259 0.418
C -0.323 0.149 0.826
Cl -0.054 0.268 -0.338
C -0.285 -0.409 0.031
N 0.600 0.070 -0.088
C -1.881 1.360 -0.553
S -0.127 -0.708 -0.097
C -1.029 -0.163 1.007
C 1.818 -0.205 -0.582
H -0.096 -0.261 0.291
H -0.212 0.124 -0.210
H -0.203 0.077 0.145
H -0.183 -0.304 0.134
H 0.661 -0.312 0.306
H 0.236 0.039 -0.012
H 0.218 -0.049 -0.104
H 0.327 0.118 -0.558
H -0.317 0.064 0.074
H 0.045 0.453 -0.086
C -0.233 0.175 0.260
C -0.032 0.117 -0.055
N 0.082 -0.040 0.170
H 0.107 -0.121 -0.033
H -0.074 -0.018 0.013
H 0.044 -0.066 -0.023
C 0.027 0.100 0.110
C -0.085 0.007 -0.118
N 0.046 -0.030 0.023
H -0.002 0.033 0.063
H -0.043 -0.009 -0.080
H 0.016 0.007 0.049
C 0.072 -0.054 -0.118
C -0.048 0.053 0.118
N 0.114 -0.080 0.151
H -0.017 0.026 -0.027
H -0.061 0.055 -0.058
H -0.018 -0.028 0.029
C 0.043 0.199 0.037
C -0.027 0.061 0.001
N -0.058 0.008 0.136
H -0.005 -0.051 -0.014
H -0.002 -0.022 -0.026
H 0.009 -0.060 -0.010
C 0.061 -0.020 0.053
C 0.014 0.089 -0.015
N -0.088 -0.118 0.012
H 0.027 -0.004 0.002
H 0.017 0.007 0.015
H 0.025 -0.015 0.003
C -0.004 -0.009 -0.083
C 0.063 -0.037 0.122
N 0.111 0.017 -0.267
H -0.125 0.000 0.037
H -0.006 -0.029 -0.009
H -0.007 0.000 -0.030
C -0.030 0.055 -0.085
C 0.030 -0.041 0.103
N 0.009 -0.031 0.029
H 0.006 0.015 -0.011
H -0.014 0.003 -0.018
H -0.009 0.015 -0.014
C 0.049 -0.147 -0.112
C -0.098 -0.089 0.319
N -0.077 -0.093 -0.001
H 0.002 0.033 0.018
H 0.025 0.018 -0.004
H 0.083 0.056 -0.022
C -0.051 0.059 0.018
C 0.082 -0.049 -0.015
N 0.032 -0.074 -0.070
H -0.022 0.022 -0.007
H -0.012 0.013 -0.020
H -0.028 0.007 -0.002
C 0.093 -0.037 -0.035
C 0.228 -0.045 0.008
N -0.103 0.179 -0.103
H 0.059 -0.060 0.033
H -0.016 0.017 -0.022
H -0.020 0.001 0.005
C 0.001 -0.015 -0.073
C -0.004 -0.033 0.124
N -0.002 -0.094 -0.035
H -0.007 -0.008 -0.024
H 0.011 0.002 -0.023
H 0.005 -0.016 -0.020
C 0.177 0.183 0.048
C 0.072 0.072 -0.030
N 0.027 0.020 0.002
H -0.026 -0.010 -0.034
H -0.049 -0.050 0.029
H -0.060 -0.038 -0.001
C 0.014 0.002 -0.028
C -0.063 0.063 0.081
N -0.129 -0.124 -0.019
H 0.014 0.003 -0.012
H 0.012 -0.017 -0.011
H 0.053 -0.010 0.031
C -0.020 0.027 -0.069
C -0.023 -0.099 0.097
N -0.009 -0.022 -0.062
H 0.002 0.009 -0.026
H -0.010 -0.001 -0.024
H -0.015 0.013 -0.014
C 0.063 0.053 0.009
C -0.007 -0.186 -0.050
N -0.003 0.079 0.003
H 0.016 0.019 -0.001
H 0.021 0.014 0.005
H 0.022 0.005 -0.010

---

Computed, not measured: a molecular structure, C27H43BaN7O2SSe2Te2 at a distorted geometry, with ωB97M-V with the def2-TZVPD basis set.

## Properties
HOMO energy ... -0.2 eV
HOMO-LUMO gap ... 0.1450 hartree
Total charge ... -2

Positions of all 85 atoms, in Å:
Ba1 -0.93244 -0.09792 -0.26336
Se1 -1.04043 4.49660 -2.02311
Te1 -3.17654 3.84126 -0.88354
Te2 -2.55432 2.22274 1.24560
Se2 -4.99391 1.74138 1.51053
C1 -4.57816 0.40927 5.26931
N1 -3.58645 -0.47109 4.66067
C2 -3.79110 -1.78683 4.50711
C3 -2.87680 -2.58118 3.90843
C4 -1.71735 -1.94053 3.36403
N2 -1.54652 -0.64052 3.43294
C5 -2.44763 0.14856 4.10283
O1 -2.30915 1.34265 4.28275
N3 -0.74239 -2.69534 2.79053
H1 -5.32052 -0.19564 5.78973
H2 -5.05067 1.01601 4.49099
H3 -4.08263 1.08001 5.96726
H4 -4.71785 -2.17468 4.91069
H5 -3.03069 -3.64645 3.81389
H6 -1.03205 -3.60493 2.46987
H7 -0.13458 -2.20979 2.12719
C6 0.60086 3.07593 -6.25729
C7 0.67600 1.65074 -5.71157
N4 0.96443 1.58488 -4.28894
C8 2.31322 1.93424 -3.86002
C9 2.39795 3.32801 -3.23507
C10 -0.00472 1.33384 -3.35767
C11 -1.44049 1.34580 -3.80636
N5 0.24503 1.06526 -2.11904
H8 0.25132 3.05978 -7.29338
H9 1.58236 3.55717 -6.23511
H10 -0.08537 3.67496 -5.65354
H11 1.45707 1.09495 -6.23812
H12 -0.26169 1.13664 -5.89931
H13 2.95418 1.87136 -4.74141
H14 2.68152 1.18127 -3.15826
H15 2.31297 4.10274 -4.00148
H16 3.35237 3.45821 -2.71404
H17 1.57512 3.48843 -2.53021
H18 -1.62206 2.13808 -4.53082
H19 -2.07217 1.54246 -2.94077
H20 -1.72620 0.37605 -4.23159
H21 1.23987 1.06080 -1.90043
C12 2.31283 1.04369 0.85814
C13 3.11218 -0.24216 0.61368
C14 3.18609 -1.06487 1.91021
C15 2.62628 -1.13081 -0.52903
C16 3.45866 -1.31176 -1.62964
C17 3.20402 -2.28292 -2.58825
C18 2.16099 -3.16935 -2.35462
C19 1.30430 -3.03522 -1.26562
C20 0.38891 -4.20632 -0.93025
C21 -1.10766 -3.90237 -0.86285
C22 0.87658 -4.83496 0.38551
C23 1.44270 -1.91446 -0.39996
O2 0.52277 -1.60776 0.49673
H22 2.83789 1.65610 1.59488
H23 1.32764 0.81730 1.26157
H24 2.20086 1.63557 -0.05372
H25 4.13358 0.05447 0.35939
H26 2.18400 -1.35307 2.22854
H27 3.64899 -0.48078 2.71313
H28 3.77205 -1.97497 1.75403
H29 4.34009 -0.68272 -1.72041
H30 3.83864 -2.38786 -3.45901
H31 2.01827 -4.01245 -3.02462
H32 0.52859 -4.94983 -1.71772
H33 -1.33424 -3.19789 -0.06325
H34 -1.66634 -4.82590 -0.68003
H35 -1.46747 -3.47708 -1.79970
H36 0.85704 -4.09261 1.18484
H37 1.90612 -5.18630 0.28230
H38 0.24744 -5.68439 0.67490
S1 -3.43873 -2.27978 -4.06004
C24 -3.00329 -1.55483 -2.65665
N6 -2.65976 -1.04738 -1.65747
C25 -0.69669 3.75266 5.64309
C26 0.31368 2.82599 4.95706
C27 0.21405 2.94042 3.49952
N7 0.08337 3.07542 2.36540
H39 -0.67269 3.60333 6.72507
H40 -1.69549 3.52718 5.27318
H41 -0.47015 4.79787 5.42940
H42 0.09972 1.78799 5.21152
H43 1.33483 3.05762 5.26082

Force components x, y, z for each atom (eV/Å):
Ba -1.418 1.832 0.559
Se 0.054 0.166 -0.065
Te 0.142 -0.035 -0.363
Te -1.124 1.187 0.621
Se -0.144 -0.373 0.202
C -0.037 0.071 -0.154
N -0.126 0.191 -0.121
C 0.009 -0.187 0.087
C 0.026 -0.187 -0.085
C -0.261 0.145 0.277
N 0.137 0.077 -0.008
C 0.105 -0.162 0.057
O 0.276 0.053 0.185
N -0.161 0.086 -0.120
H 0.030 -0.043 -0.040
H 0.047 -0.028 -0.044
H 0.023 -0.042 0.041
H 0.006 0.002 -0.007
H -0.037 0.042 -0.014
H 0.014 -0.035 0.017
H 0.078 -0.070 0.021
C -0.001 -0.032 0.043
C -0.030 0.250 0.108
N 0.004 0.086 0.027
C -0.106 0.043 0.024
C -0.025 0.012 -0.020
C -0.022 -0.053 -0.056
C 0.024 -0.141 0.057
N 0.770 0.502 -1.018
H 0.023 0.043 0.024
H -0.056 -0.001 0.009
H 0.024 -0.020 -0.038
H 0.013 -0.069 -0.023
H 0.004 -0.065 0.000
H 0.033 -0.050 -0.013
H 0.028 -0.076 -0.024
H -0.007 -0.043 0.062
H -0.066 -0.008 -0.037
H 0.092 -0.030 0.009
H -0.009 -0.010 0.065
H 0.020 0.013 -0.043
H 0.043 0.077 0.004
H -0.019 0.035 -0.204
C 0.217 -0.235 -0.153
C -0.371 -0.067 0.080
C 0.086 0.078 -0.041
C 0.077 -0.011 0.170
C -0.109 0.021 -0.006
C -0.071 -0.015 0.127
C 0.018 0.082 0.021
C -0.001 -0.106 -0.068
C -0.108 0.225 0.317
C 0.080 -0.002 -0.136
C -0.014 -0.037 -0.098
C 0.460 -0.175 -0.141
O 2.283 -2.255 1.009
H -0.138 0.074 -0.004
H 0.010 0.095 0.088
H -0.031 0.043 0.091
H 0.043 -0.001 -0.101
H 0.044 0.017 0.014
H -0.028 -0.032 -0.054
H -0.002 0.039 0.040
H -0.009 0.002 0.008
H 0.017 -0.011 0.003
H -0.041 0.030 0.012
H 0.046 -0.014 -0.100
H -0.027 -0.050 0.005
H 0.001 0.033 0.016
H -0.014 -0.006 0.044
H 0.016 -0.043 -0.001
H -0.016 0.000 0.038
H 0.021 0.049 -0.018
S 0.027 -0.002 0.022
C 0.014 0.038 0.046
N -1.386 -0.950 -1.293
C 0.025 -0.042 -0.042
C -0.268 0.012 -0.093
C 0.055 0.107 -0.044
N 0.644 0.007 0.268
H 0.012 -0.002 -0.042
H 0.011 0.003 0.029
H -0.011 -0.015 -0.003
H 0.004 -0.021 -0.007
H 0.057 -0.014 -0.004